Formula: CH6N4
Source: the Open Molecules 2025 dataset
Level of theory: ωB97M-V with the def2-TZVPD basis set

## Properties
**Energy relative to the best compared isomer or geometry (same formula, charge and spin)**: 297.2 kJ/mol
**Maximum force**: 2.44 eV/A
**SMILES**: C=NNNN
**Total charge**: 0
**Gap between HOMO and LUMO**: 9.06 eV

Each atom is followed by the atoms it is bonded to, with distances in Å.
Geometry (Å):
1 N 0.01359 -1.01095 0.38365  N2 1.406, N5 1.313, H6 1.011
2 N 0.94176 -0.21225 -0.30755  N1 1.406, N3 1.420, H7 1.086
3 N 0.76787 -0.37871 -1.70735  N2 1.420, H8 1.013, H9 1.018
4 C -1.01464 0.73509 1.39844  N5 1.288, H10 1.091, H11 1.077
5 N -0.93997 -0.52567 1.14455  N1 1.313, C4 1.288
6 H -0.20299 -1.87677 -0.09227  N1 1.011
7 H 0.72809 0.77726 0.08526  N2 1.086
8 H 1.67680 -0.32327 -2.15114  N3 1.013
9 H 0.14200 0.30676 -2.12601  N3 1.018
10 H -0.19927 1.45705 1.47085  C4 1.091
11 H -1.91325 1.05146 1.90157  C4 1.077